(1)
51
Properties=species:S:1:pos:R:3:forces:R:3 method="wB97M-V/def2-TZVPD" largest_force_ev_per_a=1.0 homo_ev=-7.3 e_above_lowest_kcal_mol=42.0 charge=0 total_energy_ha=-1589.3201 smiles="COCCNC(=S)N(CCc1c(C)[nH]c2ccc(F)cc12)Cc1ccco1"
C 1.342246 4.034649 -1.021918 0.072 0.058 0.009
H 0.761151 4.859439 -1.452695 0.023 -0.009 -0.002
O 0.503376 3.033779 -0.509945 -0.080 -0.160 0.049
C -0.362491 3.483848 0.505376 -0.171 -0.071 0.193
C -1.208601 2.299877 0.947925 -0.039 0.458 -0.138
N -0.332274 1.258561 1.432726 0.377 -0.163 -0.074
C -0.827560 0.047832 1.771652 -0.082 0.286 0.314
N 0.073981 -0.921717 2.084932 0.164 0.222 -0.056
C -0.302712 -2.314320 2.007862 -0.035 -0.418 -0.150
H -1.354925 -2.391470 2.292057 0.168 -0.053 0.065
H 0.299947 -2.882537 2.720614 -0.001 0.058 0.048
C -0.121579 -2.885038 0.585975 -0.238 0.122 0.209
C -0.996390 -2.153859 -0.379336 -0.213 -0.315 -0.099
C -2.357834 -2.272559 -0.498366 0.307 -0.223 -0.095
N -2.822854 -1.328372 -1.375038 -0.420 -0.173 0.078
C -1.784979 -0.564279 -1.819061 0.610 0.183 0.028
C -1.764466 0.521989 -2.682690 -0.017 -0.035 0.008
C -0.544423 1.095254 -2.972117 0.141 0.008 -0.042
C 0.617397 0.564572 -2.415023 -0.080 -0.214 0.063
C 0.627467 -0.507813 -1.557287 0.057 0.222 -0.159
C -0.601924 -1.076916 -1.227171 -0.507 0.215 -0.264
H 1.556778 -0.898215 -1.177995 0.185 -0.004 0.083
F 1.803325 1.136023 -2.757360 -0.016 0.076 0.006
H -0.467926 1.945515 -3.630279 0.016 0.101 -0.069
H -2.675696 0.908315 -3.114460 -0.075 0.068 -0.066
H -3.796515 -1.160896 -1.563831 0.103 0.002 0.030
C -3.302598 -3.192265 0.184269 0.041 0.180 0.019
H -4.105593 -3.488252 -0.488874 -0.046 -0.110 -0.024
H -2.786213 -4.081753 0.534353 -0.007 -0.093 0.018
H -3.744751 -2.687252 1.044425 -0.037 -0.010 0.100
H 0.921846 -2.788675 0.284220 0.036 -0.115 -0.023
H -0.378337 -3.946247 0.612008 0.092 -0.083 -0.002
C 1.423595 -0.580240 2.496448 0.144 0.219 -0.185
C 2.440027 -0.466560 1.403590 0.351 -0.879 0.248
C 3.329258 -1.363353 0.887251 -0.446 0.394 0.314
C 4.061517 -0.670449 -0.109601 -0.087 0.539 -0.103
C 3.568218 0.596047 -0.122608 0.627 -0.484 -0.471
O 2.592942 0.731209 0.790204 -0.340 0.226 0.285
H 3.802718 1.453025 -0.720632 -0.053 0.177 -0.047
H 4.841486 -1.065564 -0.726955 0.175 0.000 -0.173
H 3.450929 -2.386944 1.178975 -0.031 -0.208 0.136
H 1.756508 -1.354403 3.194353 -0.006 0.140 -0.079
H 1.381126 0.375452 3.030178 0.044 -0.137 0.036
S -2.463831 -0.170043 1.926303 -0.832 0.011 0.111
H 0.591972 1.297208 1.021099 0.005 -0.094 -0.017
H -1.798510 1.932864 0.097388 0.032 0.046 0.134
H -1.899134 2.592743 1.743918 0.046 0.026 -0.168
H 0.220190 3.876045 1.354539 -0.036 0.008 -0.069
H -1.012078 4.289373 0.132096 0.037 -0.082 0.050
H 1.939678 3.565580 -1.800417 0.046 0.081 -0.033
H 2.001342 4.439544 -0.242980 -0.003 0.008 -0.028


(2)
51
Properties=species:S:1:pos:R:3:forces:R:3 method="wB97M-V/def2-TZVPD" largest_force_ev_per_a=1.3 homo_ev=-9.3 e_above_lowest_kcal_mol=37.0 charge=0 total_energy_ha=-1266.3843 smiles="CCc1cc(CNC(=O)[C@@H]2CCC(=O)N(CCc3cccc(F)c3)C2)on1"
C -6.514367 -0.655373 1.814804 -0.116 -0.027 -0.143
H -7.410687 -0.916216 2.371633 -0.042 -0.027 0.112
H -5.712390 -1.326078 2.115086 0.067 -0.039 0.084
H -6.230066 0.362012 2.073015 0.040 0.068 0.059
C -6.776625 -0.766374 0.312592 -0.011 0.132 0.123
C -5.558385 -0.417704 -0.465488 0.410 0.066 -0.329
N -5.484278 0.664127 -1.195157 -1.195 0.205 0.380
O -4.250888 0.703486 -1.751780 0.899 -0.228 -0.229
C -3.556104 -0.378923 -1.360077 -0.445 -0.564 0.421
C -4.333628 -1.134283 -0.531588 0.337 0.454 -0.486
H -4.074525 -2.055952 -0.055510 0.119 -0.241 0.094
C -2.142352 -0.534965 -1.815356 -0.120 0.011 0.020
N -1.214836 -0.217104 -0.747432 -0.166 0.326 -0.346
C -0.688567 -1.181779 0.038394 0.365 0.290 0.452
O -0.888982 -2.362585 -0.152882 -0.128 -0.502 -0.073
C 0.241861 -0.697963 1.151679 0.061 -0.261 -0.066
H 0.357016 -1.548715 1.828324 -0.074 0.059 -0.136
C -0.270306 0.535257 1.913023 0.061 0.007 0.079
H -0.229334 0.346987 2.986931 -0.064 -0.004 -0.049
C 0.561703 1.787831 1.604992 -0.192 0.191 -0.005
C 0.942775 1.881601 0.141652 0.147 -0.095 0.447
O 0.748144 2.864853 -0.547261 -0.114 0.388 -0.263
N 1.522007 0.753037 -0.331102 0.092 0.077 -0.172
C 1.617671 -0.400025 0.526486 -0.083 -0.356 0.435
H 1.952618 -1.256337 -0.060945 0.034 0.082 0.050
H 2.351825 -0.233081 1.324396 -0.012 -0.114 -0.082
C 1.972607 0.701941 -1.703966 0.094 0.337 -0.273
H 1.934441 -0.333964 -2.046448 -0.029 0.022 0.027
H 1.289578 1.308949 -2.305003 0.034 -0.153 0.012
C 3.394744 1.270037 -1.853187 -0.248 -0.153 0.020
C 4.351523 0.558307 -0.943326 0.134 0.072 0.011
C 4.690879 1.100027 0.290926 -0.029 0.066 -0.029
C 5.532639 0.423279 1.156734 -0.019 -0.026 -0.007
C 6.051207 -0.811436 0.807538 0.039 -0.177 -0.100
C 5.708191 -1.340325 -0.423175 -0.061 0.054 0.042
C 4.869170 -0.680271 -1.300133 0.127 -0.102 0.093
H 4.632532 -1.130598 -2.251997 -0.013 -0.084 -0.126
F 6.206657 -2.542478 -0.781227 -0.033 0.109 0.034
H 6.710265 -1.356861 1.463587 0.074 -0.078 0.046
H 5.790099 0.859369 2.110215 0.031 0.034 0.083
H 4.293262 2.064477 0.571446 -0.044 0.123 0.013
H 3.363855 2.331946 -1.607594 0.005 0.010 -0.062
H 3.702159 1.160064 -2.893860 0.029 0.068 -0.040
H 0.016651 2.690687 1.880972 0.129 -0.015 -0.073
H 1.488612 1.763060 2.183425 0.025 0.004 0.015
H -1.317519 0.720272 1.665566 0.012 0.001 0.072
H -1.068885 0.758150 -0.541347 0.004 -0.101 0.009
H -1.958124 0.124046 -2.666096 0.006 -0.115 0.012
H -1.962039 -1.577808 -2.091417 -0.036 0.223 -0.057
H -7.578191 -0.087539 0.021067 -0.033 -0.080 -0.047
H -7.073617 -1.789065 0.068858 -0.066 0.063 -0.053


(3)
50
Properties=species:S:1:pos:R:3:forces:R:3 method="wB97M-V/def2-TZVPD" largest_force_ev_per_a=0.6 homo_ev=-7.8 e_above_lowest_kcal_mol=0.0 charge=0 total_energy_ha=-1514.0892 smiles="CN(C)CCNC(=O)c1ccc2c(c1)N(Cc1ccc(F)cc1)CCS2"
C -7.756088 -0.821075 0.329385 0.057 0.008 -0.084
N -6.545852 -1.536122 -0.017164 0.069 0.008 0.059
C -6.637062 -2.928108 0.372151 0.022 0.044 -0.038
H -5.748509 -3.456193 0.029964 0.015 -0.073 0.021
H -6.729601 -3.062825 1.462013 -0.010 -0.013 0.032
H -7.508004 -3.372871 -0.106344 -0.027 -0.081 0.019
C -5.356560 -0.912569 0.530894 0.052 0.114 -0.257
H -4.516544 -1.590659 0.357380 -0.010 0.062 0.055
C -5.028956 0.416830 -0.158860 -0.181 -0.176 -0.079
N -3.709446 0.876531 0.200566 -0.128 0.050 0.397
C -2.688680 0.945766 -0.688510 -0.143 0.031 0.084
O -2.829218 0.669975 -1.865763 0.048 -0.083 -0.190
C -1.375303 1.379018 -0.128766 0.512 0.043 -0.051
C -0.256848 1.105984 -0.901029 -0.229 -0.035 0.056
C 1.039491 1.441729 -0.506954 -0.482 0.232 0.211
C 1.178097 2.084821 0.734489 0.333 -0.057 -0.015
C 0.053872 2.397450 1.492878 -0.032 -0.040 -0.063
C -1.214579 2.055489 1.080287 -0.025 -0.052 -0.072
H -2.057815 2.340883 1.690408 -0.088 0.034 0.057
H 0.203221 2.910931 2.431137 -0.046 0.053 0.127
S 2.725280 2.533083 1.458339 0.182 -0.069 -0.096
C 3.852352 1.673557 0.325093 -0.328 0.116 0.248
C 3.345791 1.881537 -1.098240 0.181 0.180 0.058
N 2.104469 1.199433 -1.365823 0.123 0.148 -0.257
C 2.216640 -0.088022 -2.029713 -0.039 -0.136 0.103
C 2.839924 -1.130991 -1.132311 0.055 -0.062 -0.201
C 4.135501 -1.583581 -1.347730 -0.237 0.030 0.035
C 4.721639 -2.494544 -0.486519 0.035 -0.174 0.260
C 3.993935 -2.941995 0.600214 0.012 0.107 -0.116
C 2.702131 -2.509307 0.842206 0.134 -0.100 0.075
C 2.130655 -1.604198 -0.032167 0.101 -0.041 -0.075
H 1.123864 -1.254297 0.142843 -0.104 0.010 0.037
H 2.162836 -2.881195 1.698808 -0.034 -0.060 0.096
F 4.559031 -3.826354 1.447993 -0.042 0.052 -0.055
H 5.725322 -2.855125 -0.646447 0.103 -0.060 0.014
H 4.694288 -1.226100 -2.200461 0.055 0.050 -0.105
H 1.223530 -0.415664 -2.336011 0.106 0.035 -0.086
H 2.822190 0.048083 -2.930091 -0.096 -0.063 0.027
H 3.194060 2.955657 -1.260858 0.146 -0.109 -0.020
H 4.094095 1.530130 -1.811514 -0.066 0.006 -0.026
H 3.882303 0.615957 0.587340 0.107 0.043 -0.080
H 4.835331 2.117473 0.472020 0.013 0.005 0.014
H -0.431031 0.633195 -1.855266 -0.024 -0.011 -0.088
H -3.526342 1.023366 1.179376 0.129 0.017 -0.121
H -5.758921 1.186652 0.109406 0.011 -0.065 -0.098
H -5.035609 0.274166 -1.241199 -0.071 0.043 0.141
H -5.444288 -0.750793 1.623774 0.027 -0.074 -0.021
H -7.722931 0.181443 -0.090420 -0.099 0.074 0.028
H -8.608953 -1.341854 -0.102289 -0.077 0.040 0.004
H -7.906930 -0.746203 1.419000 -0.007 0.002 0.040


(4)
52
Properties=species:S:1:pos:R:3:forces:R:3 method="wB97M-V/def2-TZVPD" largest_force_ev_per_a=1.2 homo_ev="-15.5 / -15.4" e_above_lowest_kcal_mol=94.5 charge=+3 total_energy_ha=-2201.4537
Tl -1.237137 -0.574206 1.577597 0.134 -0.440 0.154
I -1.856890 -2.247194 4.711522 0.027 0.051 -0.040
C -2.870046 -3.833292 3.733133 0.004 0.016 -0.071
I -2.539407 -3.908469 1.635101 0.058 0.063 -0.015
H -3.932082 -3.701345 3.891957 -0.002 -0.009 0.027
H -2.513585 -4.764901 4.153251 0.004 -0.002 0.013
N -2.624261 1.939919 0.454442 -0.171 0.237 -0.090
C -3.268488 2.857998 0.187660 -0.288 0.244 -0.085
N -3.987855 3.953540 -0.126633 0.032 -0.233 0.106
C -4.577774 4.755370 0.907109 0.179 0.118 0.048
C -6.142826 4.456159 0.894077 -0.215 -0.149 0.031
O -6.602890 4.692721 -0.388864 0.239 0.154 -0.033
C -6.085960 3.855772 -1.361283 -0.221 -0.149 0.034
C -4.518342 4.127804 -1.447775 0.171 0.071 -0.091
H -4.439178 5.810517 0.674410 -0.090 0.013 -0.040
H -4.162176 4.519237 1.883202 -0.020 -0.049 -0.001
H -6.630296 5.150429 1.574610 0.038 0.045 -0.007
H -6.306584 3.421425 1.206664 0.072 -0.027 -0.010
H -6.532482 4.114702 -2.318510 0.038 0.041 -0.015
H -6.248861 2.800513 -1.126452 0.075 -0.018 0.027
H -4.377898 5.161003 -1.763160 -0.090 0.028 0.022
H -4.060679 3.442585 -2.156281 -0.025 -0.044 0.024
O 1.369385 -0.910692 0.846425 0.545 0.190 0.125
S 2.760260 -1.109131 1.393277 -0.502 -0.426 -0.478
C 3.663733 -2.226072 0.241242 0.061 0.399 0.351
C 2.870070 -3.454393 0.036355 -0.642 -1.031 -0.106
C 2.712715 -4.380196 1.091704 0.383 0.845 -0.549
C 1.968997 -5.519604 0.904123 -0.526 -0.328 -0.553
C 1.365624 -5.755660 -0.336571 0.116 0.321 -0.035
C 1.537385 -4.857495 -1.399528 -0.329 -0.722 0.483
C 2.266903 -3.707953 -1.209212 0.579 0.457 0.743
C 3.734952 0.426886 1.015341 0.190 0.463 -0.120
C 3.901584 0.741158 -0.414020 -0.022 -0.007 0.774
C 5.182034 0.610608 -1.006919 0.576 0.079 -0.598
C 5.396971 1.036633 -2.293830 0.395 -0.275 0.583
C 4.328387 1.553368 -3.038965 0.073 0.052 -0.240
C 3.043329 1.652637 -2.473617 -0.587 -0.078 0.491
C 2.827257 1.243082 -1.183578 -0.346 0.247 -0.617
H 4.600643 -2.429665 0.771734 0.035 0.105 -0.100
H 3.846987 -1.676152 -0.681135 -0.004 -0.223 -0.023
H 3.195660 -4.197248 2.044432 0.051 -0.006 0.030
H 1.854720 -6.237600 1.704281 -0.007 0.001 0.014
H 0.753678 -6.637471 -0.473415 0.115 -0.058 -0.051
H 1.106416 -5.078589 -2.366274 -0.047 0.012 0.008
H 2.413616 -3.009376 -2.023159 -0.005 0.028 -0.044
H 4.693935 0.273565 1.512886 -0.048 -0.014 0.052
H 3.160665 1.182783 1.555206 0.019 0.049 -0.085
H 6.007786 0.222748 -0.422853 -0.040 -0.016 0.018
H 6.387832 0.988651 -2.723958 -0.011 -0.026 -0.043
H 4.491395 1.866790 -4.061866 -0.002 0.016 -0.026
H 2.229202 2.049287 -3.064159 0.023 0.011 -0.015
H 1.843559 1.308817 -0.739732 0.006 -0.024 0.024